{
  "formula": "C3H9NO",
  "method": "wB97M-V/def2-TZVPD",
  "elements": ["C", "N", "C", "O", "C", "H", "H", "H", "H", "H", "H", "H", "H", "H"],
  "coordinates": [[-0.75564, 0.88226, -0.74030], [-0.34810, -0.51641, -0.84116], [-0.12553, -1.18988, 0.39689], [1.29190, -1.16720, 0.69581], [-0.11697, 1.72417, 0.36738], [-1.82392, 1.00731, -0.70685], [-0.45098, 1.37971, -1.66199], [0.43670, -0.58283, -1.46809], [-0.28462, -2.26383, 0.34114], [-0.66531, -0.74063, 1.22453], [1.54852, -0.37580, 1.18495], [0.94138, 1.89503, 0.17347], [-0.22443, 1.41050, 1.40820], [-0.61760, 2.69886, 0.37834]],
  "forces_ev_per_a": [[0.8, 0.4, 0.1], [-1.2, 0.6, 0.1], [1.9, -0.1, -0.3], [0.2, -0.1, 0.6], [-0.2, 0.7, 0.2], [-0.6, -0.3, 0.2], [-0.1, -0.1, -0.2], [0.2, -0.4, 0.2], [-0.5, 0.0, -0.1], [-0.4, 0.0, -0.1], [-0.3, 0.0, -0.2], [0.1, 0.0, 0.0], [-0.1, -0.5, -0.2], [0.2, 0.0, -0.2]],
  "spin_multiplicity": 1,
  "smiles": "CCNCO",
  "homo_energy_ev": -8.94,
  "orbital_gap_ev": 9.9,
  "energy_ha": -249.67026
}

=====

{
  "formula": "C5H8O",
  "method": "wB97M-V/def2-TZVPD",
  "elements": ["C", "C", "C", "C", "C", "O", "H", "H", "H", "H", "H", "H", "H", "H"],
  "coordinates": [[1.60772, -0.17227, -1.08420], [0.24678, 0.03933, -0.47922], [-0.25990, 0.93280, 0.72300], [-1.23484, -0.13307, 1.11864], [-0.92056, -0.85924, -0.29222], [-0.86728, 0.04790, -1.37665], [2.31208, -0.46812, -0.30355], [1.98816, 0.74387, -1.55487], [1.58890, -0.95261, -1.85500], [0.02323, 1.27649, 1.73165], [-0.79387, 1.77541, 0.27554], [-0.85804, -0.85296, 1.84976], [-1.86042, 0.54495, 1.81314], [-0.97196, -1.92247, -0.56603]],
  "forces_ev_per_a": [[-0.1, 0.0, 0.2], [0.2, 0.0, 0.4], [0.1, 0.4, 0.2], [-0.3, 0.3, 0.6], [-0.3, 0.0, 0.5], [-0.2, 0.3, 0.3], [0.0, 0.0, -0.1], [-0.2, -0.1, 0.2], [-0.1, 0.1, 0.2], [2.0, 0.2, -0.8], [0.0, -0.1, 0.0], [0.7, 0.1, -0.1], [-1.6, -1.8, -1.8], [-0.3, 0.5, 0.4]],
  "spin_multiplicity": 1,
  "smiles": "C[C@]12CC[C@H]1O2",
  "homo_energy_ev": -9.77,
  "orbital_gap_ev": 10.8,
  "energy_ha": -270.41150
}

=====

{
  "formula": "C2H3N3O",
  "method": "wB97M-V/def2-TZVPD",
  "elements": ["O", "C", "N", "C", "N", "N", "H", "H", "H"],
  "coordinates": [[1.04258, -0.60149, -1.59567], [0.22285, -0.38575, -0.56352], [0.33601, 0.77359, 0.14394], [-0.67329, 0.65728, 1.08177], [-1.32348, -0.45116, 0.92450], [-0.74011, -1.13743, -0.13311], [0.82603, -1.47506, -1.95121], [-0.93416, 1.44859, 1.77212], [1.24356, 1.17142, 0.32120]],
  "forces_ev_per_a": [[0.0, -0.3, 0.1], [-0.1, -0.1, 0.2], [0.1, -0.3, 0.1], [-0.1, -0.1, 0.1], [0.0, 0.3, 0.0], [0.1, 0.2, -0.3], [0.0, 0.0, 0.0], [0.2, -0.2, 0.0], [-0.1, 0.5, -0.2]],
  "spin_multiplicity": 1,
  "smiles": "Oc1nnc[nH]1",
  "homo_energy_ev": -9.48,
  "orbital_gap_ev": 10.1,
  "energy_ha": -317.50568
}

=====

{
  "formula": "C6H10N",
  "method": "wB97M-V/def2-TZVPD",
  "elements": ["C", "C", "C", "C", "C", "C", "N", "H", "H", "H", "H", "H", "H", "H", "H", "H", "H"],
  "coordinates": [[-0.01373, 2.38806, 1.21640], [-0.34793, 1.42482, 0.54987], [0.92405, -0.95643, 0.59103], [-0.39001, -0.82276, 0.04886], [1.93953, -1.08039, -0.60934], [-2.22057, 0.51130, -0.66972], [-0.97169, 0.32431, 0.03556], [0.54668, 3.11027, 1.78230], [0.96702, -1.76778, 1.30011], [1.16412, 0.09951, 1.07619], [-0.95915, -1.69863, -0.20593], [1.90571, -0.05396, -1.06041], [2.96182, -1.23380, -0.29677], [1.81581, -1.86999, -1.28210], [-2.82503, 0.76438, 0.10720], [-2.18457, 1.27950, -1.42100], [-2.31205, -0.41840, -1.16225]],
  "forces_ev_per_a": [[1.3, 1.8, 1.3], [-3.2, -4.9, -2.3], [2.0, 2.0, 0.0], [2.3, -6.9, 0.3], [0.5, 2.3, 1.4], [1.9, -0.1, -1.4], [0.0, 10.4, 0.9], [-0.4, 0.2, -0.2], [0.3, -0.2, 0.3], [0.0, -2.6, -0.4], [-0.3, 0.1, -0.1], [0.1, -1.2, -0.3], [0.3, 0.2, 0.7], [-1.1, -1.0, -1.2], [-2.9, 0.4, 1.6], [0.2, 0.5, -0.1], [-1.2, -0.9, -0.4]],
  "spin_multiplicity": 3,
  "s_squared": 2.0107,
  "homo_energy_ev": [-11.34, -15.86],
  "orbital_gap_ev": [7.9, 7.0],
  "energy_ha": -288.85175,
  "charge": 1
}

=====

{
  "formula": "C28H27BrN2O2SeTeY",
  "method": "wB97M-V/def2-TZVPD",
  "elements": ["Y", "Br", "C", "C", "C", "C", "C", "C", "N", "C", "C", "C", "C", "C", "C", "N", "H", "H", "H", "H", "H", "H", "H", "H", "H", "C", "C", "O", "C", "C", "C", "C", "C", "C", "O", "H", "H", "H", "H", "H", "H", "H", "C", "Te", "C", "H", "H", "H", "H", "H", "H", "Se", "C", "C", "C", "C", "C", "C", "H", "H", "H", "H", "H"],
  "coordinates": [[-0.49923, 0.50588, 0.35896], [5.88024, -2.91325, 0.23563], [4.44134, -1.92039, 0.93800], [3.21186, -2.53741, 1.11281], [2.13893, -1.78898, 1.56259], [2.31625, -0.44554, 1.87401], [3.55346, 0.16495, 1.71258], [4.62011, -0.57850, 1.23544], [1.16219, 0.32787, 2.16535], [1.09105, 1.13535, 3.14199], [-0.06826, 2.03709, 3.26976], [-0.18736, 2.86197, 4.37411], [-1.27167, 3.72679, 4.45130], [-2.19015, 3.73929, 3.41907], [-1.99897, 2.88113, 2.34468], [-0.96883, 2.04192, 2.26721], [3.08893, -3.58359, 0.87040], [1.16091, -2.24518, 1.67130], [3.65651, 1.22986, 1.87726], [5.57936, -0.11049, 1.06523], [1.88182, 1.21152, 3.88915], [0.55992, 2.83046, 5.15517], [-1.38831, 4.38304, 5.30287], [-3.04311, 4.40235, 3.42814], [-2.68756, 2.86690, 1.50759], [-3.18894, 2.34517, -2.67350], [-2.63923, 1.17278, -1.91488], [-2.29675, 1.39244, -0.72668], [-2.53763, -0.12563, -2.55395], [-3.19315, -0.31772, -3.79160], [-3.21148, -1.53671, -4.41791], [-2.55395, -2.61634, -3.81963], [-1.88723, -2.47040, -2.62571], [-1.84666, -1.22937, -1.97325], [-1.16968, -1.10863, -0.85392], [-3.05385, 3.23988, -2.07321], [-4.25114, 2.21273, -2.88515], [-2.67395, 2.45980, -3.62668], [-3.70809, 0.51164, -4.25463], [-3.72640, -1.66245, -5.35931], [-2.56061, -3.58336, -4.30672], [-1.36088, -3.30151, -2.17508], [-1.68930, -3.15542, 1.74381], [-2.20588, -1.25303, 2.54021], [-3.89864, -0.98750, 1.27297], [-1.45591, -3.03568, 0.68915], [-2.52395, -3.83683, 1.88397], [-0.82847, -3.53702, 2.28884], [-4.74748, -1.53560, 1.66997], [-3.62942, -1.34906, 0.28322], [-4.13953, 0.07184, 1.21643], [1.18784, 2.35589, -0.76458], [2.48071, 1.08330, -1.40424], [2.19329, -0.26073, -1.62867], [3.14813, -1.12882, -2.14295], [4.42334, -0.66796, -2.43065], [4.72699, 0.66732, -2.19696], [3.76949, 1.53330, -1.68968], [1.20664, -0.68460, -1.44036], [2.89122, -2.16772, -2.30923], [5.17333, -1.33541, -2.83332], [5.71689, 1.04487, -2.42008], [4.02092, 2.57349, -1.52663]],
  "forces_ev_per_a": [[-0.1, 0.1, 0.0], [0.0, 0.0, 0.0], [0.0, 0.0, 0.0], [0.0, 0.0, 0.0], [0.0, 0.0, 0.0], [0.0, 0.0, 0.0], [0.0, -0.1, 0.0], [0.0, 0.0, 0.0], [-0.3, 0.0, 0.0], [0.1, 0.0, -0.1], [0.0, 0.0, 0.1], [0.0, 0.0, 0.0], [0.0, 0.0, 0.0], [0.0, 0.0, 0.0], [0.0, 0.0, 0.0], [0.1, 0.0, 0.0], [0.0, 0.0, 0.0], [0.0, 0.0, 0.0], [0.0, 0.0, 0.0], [0.0, 0.0, 0.0], [0.0, 0.0, 0.0], [0.0, 0.0, 0.0], [0.0, 0.0, 0.0], [0.0, 0.0, 0.0], [0.0, 0.0, 0.0], [0.0, 0.0, 0.0], [0.0, 0.0, 0.0], [0.2, -0.2, 0.1], [0.0, 0.0, -0.1], [0.0, 0.0, 0.0], [0.0, 0.1, 0.0], [0.0, -0.1, 0.0], [0.0, 0.0, -0.1], [-0.1, 0.3, 0.1], [0.1, -0.1, 0.0], [0.0, 0.0, 0.0], [0.0, 0.0, 0.0], [0.0, 0.0, 0.0], [0.0, 0.0, 0.0], [0.0, 0.0, 0.0], [0.0, 0.0, 0.0], [0.0, 0.0, 0.0], [0.0, -0.1, 0.0], [0.0, 0.0, 0.0], [-0.1, 0.0, -0.1], [0.0, 0.0, 0.0], [0.0, 0.0, 0.0], [0.0, 0.0, 0.0], [0.0, 0.0, 0.0], [0.0, 0.0, 0.0], [0.0, 0.0, 0.0], [0.0, -0.1, -0.1], [0.1, 0.0, 0.0], [-0.2, -0.2, 0.0], [0.1, 0.1, 0.1], [0.0, 0.0, 0.0], [0.0, 0.0, 0.0], [0.0, 0.0, 0.0], [0.0, 0.1, -0.1], [0.0, 0.0, 0.0], [0.0, 0.0, 0.0], [0.0, 0.0, 0.0], [0.0, 0.0, 0.0]],
  "spin_multiplicity": 1,
  "homo_energy_ev": -9.83,
  "orbital_gap_ev": 6.0,
  "energy_ha": -6624.92321,
  "charge": 1
}

=====

What are the relative energy (zero: lowest compared OMol25 entry of this formula, charge and spin) values for these records? In order: 27.3 91.9 16.7 98.6 1.8 kcal per mole.